24
Properties=species:S:1:pos:R:3 method="wB97M-V/def2-TZVPD" de_lowest_kcal_mol=176.0 e_lumo_ev="-0.71 / -0.70" total_charge=0 gap_ev="7.8 / 7.9" fmax_ha_per_bohr=0.112 e_tot_ha=-952.71317
C 0.2378 1.8115 2.0382
C 0.8133 2.2999 0.7564
C -0.8086 0.9840 2.2692
C 0.7503 1.4895 -0.2659
C 1.3463 0.6966 -1.2145
C -1.7629 0.4276 1.2776
C -1.0901 -0.6678 0.4808
C -0.3087 -1.8496 1.0222
C 0.9828 -0.9687 -2.9408
N 0.6261 -0.4059 -1.6486
O 2.4797 0.9167 -1.6665
O -1.3366 -1.8067 -1.7669
S -1.0727 -0.4841 -1.3048
H 0.7541 2.3268 2.9104
H 1.2795 3.2569 0.6508
H -1.0430 0.6340 3.2534
H -2.6509 -0.0825 1.6795
H -2.0298 1.3866 0.6750
H -1.0388 -2.6709 1.4088
H 0.3602 -1.5877 1.7066
H 0.1676 -2.3886 0.2421
H 0.1420 -1.6954 -3.1391
H 1.1825 -0.1067 -3.4710
H 2.0198 -1.5155 -2.9526

***

48
Properties=species:S:1:pos:R:3 method="wB97M-V/def2-TZVPD" de_lowest_kcal_mol=61.9 e_lumo_ev=-0.93 total_charge=0 gap_ev=6.4 fmax_ha_per_bohr=0.047 e_tot_ha=-1057.29759
C -0.9370 2.8387 -2.5905
C -0.4718 1.4311 -2.9390
C -1.1045 0.3410 -2.1912
C -1.3167 -0.8494 -3.0280
C -2.7254 -1.3693 -3.1542
O -0.3854 -1.4369 -3.5951
O 0.4081 1.2493 -3.7908
H -2.0268 2.8683 -2.4230
H -0.4128 3.2275 -1.7022
H -0.6824 3.4801 -3.4434
H -1.9249 0.6389 -1.5331
H -3.4935 -0.6431 -2.8771
H -2.8590 -1.6569 -4.2027
H -2.8458 -2.2826 -2.5563
C 2.8283 1.7154 -1.6944
C 1.9659 1.8269 -0.5008
N 2.1297 2.8159 0.4008
C 1.3034 2.6402 1.5025
C 0.5466 1.4648 1.2934
C -0.3146 1.0350 2.3046
C -0.3922 1.7884 3.4806
C 0.3503 2.9716 3.6509
C 1.2081 3.4119 2.6354
C 0.9757 0.9273 0.0080
C 0.5290 -0.2535 -0.6056
C 0.3315 -1.4335 0.2170
C 0.8583 -1.5896 1.5200
C 0.5143 -2.6916 2.2871
C -0.3588 -3.6643 1.7911
C -0.8657 -4.7563 2.6919
C -0.7573 -3.5828 0.4531
C -0.3422 -2.5347 -0.3446
H 2.9084 0.6764 -2.0256
H 2.3855 2.2879 -2.5149
H 3.8321 2.1097 -1.4889
H 2.7570 3.5994 0.2618
H -0.9094 0.1479 2.1584
H -1.0501 1.4563 4.2846
H 0.2682 3.5380 4.5817
H 1.7814 4.3362 2.6985
H 0.7818 -0.4368 -1.6634
H 1.5546 -0.8582 1.9282
H 0.8933 -2.7831 3.2994
H -1.6168 -5.3524 2.1669
H -0.0590 -5.4225 3.0185
H -1.3223 -4.3335 3.5947
H -1.3963 -4.3536 0.0433
H -0.5407 -2.5399 -1.4075

***

12
Properties=species:S:1:pos:R:3 method="wB97M-V/def2-TZVPD" de_lowest_kcal_mol=86.0 e_lumo_ev=-1.15 total_charge=0 gap_ev=9.7 smiles="N#CC(=O)[C@H](Cl)CO" fmax_ha_per_bohr=0.230 e_tot_ha=-820.11125
N 1.6623 1.4124 -2.3629
C 1.5837 0.8753 -1.1768
C 0.8294 0.5749 0.1443
O 1.3455 0.9780 1.1900
C -0.5202 -0.1173 -0.0892
Cl -2.0806 0.4419 0.7018
C -0.4466 -1.6941 0.4951
O 0.6949 -2.0420 -0.2731
H -0.7159 -0.1603 -1.2204
H -1.4418 -2.2900 0.1784
H -0.4317 -1.7337 1.6213
H 1.3235 -2.5368 0.4546

***

23
Properties=species:S:1:pos:R:3 method="wB97M-V/def2-TZVPD" de_lowest_kcal_mol=185.5 e_lumo_ev=-0.82 total_charge=0 gap_ev=7.7 fmax_ha_per_bohr=0.060 e_tot_ha=-363.49152
C 1.7098 0.9506 0.3420
N 0.4198 0.2989 0.0903
C -0.7990 0.9245 0.6316
C -1.9679 0.7229 -0.3251
C -2.5952 -0.6642 -0.3311
N -2.4898 -1.6168 0.5965
C 2.8246 0.0366 -0.1333
N 2.6033 -1.3043 0.3758
H 1.6782 1.9294 -0.1533
H 1.7976 1.1640 1.4139
H 0.2916 0.2183 -0.9159
H -0.9196 0.4131 1.5923
H -0.5665 1.9733 0.8663
H -2.7033 1.4930 -0.0335
H -1.6328 1.0248 -1.3171
H -0.9915 -1.0069 -1.7477
H -3.4181 -0.6778 -1.0591
H -1.4265 -1.3101 -0.3708
H -3.3107 -1.6020 1.2048
H 2.8907 0.1286 -1.2263
H 3.7563 0.4329 0.2874
H 1.6272 -1.5486 0.2579
H 3.2218 -1.9801 -0.0453

***

21
Properties=species:S:1:pos:R:3 method="wB97M-V/def2-TZVPD" de_lowest_kcal_mol=151.8 e_lumo_ev=-9.54 total_charge=+1 gap_ev=5.2 fmax_ha_per_bohr=0.040 e_tot_ha=-725.66009
C -2.5136 -1.1365 0.8196
C -1.0533 -0.9394 0.5012
C -0.7266 0.4126 -0.1382
S 0.9996 0.7043 -0.2798
N -0.2117 -1.1325 1.6529
H -2.9759 -0.4174 1.4984
H -2.6782 -2.1195 1.2639
H -3.0484 -1.1971 -0.1322
H -0.7455 -1.7319 -0.1997
H -1.1326 0.4770 -1.1646
H -1.1864 1.2951 0.3594
H 5.2390 -0.4951 -1.8672
H 5.5181 0.0999 -1.5861
H -0.4490 -0.8940 2.5981
H 0.7817 -1.0208 1.4524
H 0.0062 4.3085 -0.6562
H 0.4165 2.8382 -0.2143
O -0.2934 3.4638 -0.3060
H 2.1271 -2.5270 -1.5732
H 1.3486 -1.3658 -1.0281
O 1.2538 -2.2767 -1.2957